{"formula": "C3H8NOPS2", "method": "ωB97M-V/def2-TZVPD", "total_energy_ev": -37735.8490, "relative_energy_kcal_mol": 78.4, "species": ["C", "C", "C", "N", "O", "P", "S", "S", "H", "H", "H", "H", "H", "H", "H", "H"], "positions_angstrom": [[0.047, -0.225, 1.661], [0.074, 1.281, 1.138], [0.282, -0.292, -2.404], [-1.144, -0.329, 2.428], [-1.201, 1.864, 1.378], [-2.105, 1.025, 2.533], [-2.345, -0.504, -0.846], [-1.481, -0.910, -2.544], [-0.007, -0.970, 0.807], [1.047, -0.411, 2.161], [0.949, 1.825, 1.687], [0.160, 1.395, 0.034], [0.384, -0.261, -1.314], [0.346, 0.677, -2.818], [0.976, -1.005, -2.767], [-1.148, -1.161, 3.006]]}